82
Properties=species:S:1:pos:R:3 method="wB97M-V/def2-TZVPD" multiplicity=5 total_charge=+1 gap_ev="8.399 / 7.450" homo_energy_ev="-10.863 / -11.553" e_tot_ha=-4757.2828
Ir 0.0033 0.2573 -0.3832
C -0.5462 -5.1867 -1.6575
C 0.0354 -4.2467 -0.6392
C 0.8170 -4.6932 0.4211
C 1.3099 -3.7982 1.3503
C 1.0096 -2.4573 1.1897
Br 1.5970 -1.2347 2.4983
N 0.2886 -1.9976 0.1745
C -0.1907 -2.8859 -0.7188
H 0.2362 -5.7832 -2.1273
H -1.0797 -4.6464 -2.4374
H -1.2466 -5.8760 -1.1844
H 1.0372 -5.7493 0.5248
H 1.9060 -4.1218 2.1905
H -0.7673 -2.4674 -1.5324
C -1.4299 1.9870 2.9015
C -2.2841 1.3577 1.8620
N -1.8587 0.8084 0.7410
C -2.9585 0.3728 0.0437
C -4.0790 0.6620 0.7565
N -3.6307 1.2875 1.8909
C -5.5441 0.4315 0.6016
O -5.9410 -0.2115 -0.4771
O -6.2791 0.8222 1.4714
C -2.7581 -0.2916 -1.2617
O -3.7026 -0.7319 -1.8913
O -1.5117 -0.3477 -1.6570
H -0.4013 1.6574 2.7632
H -1.7607 1.7145 3.9028
H -1.4619 3.0744 2.8166
H -4.2629 1.6060 2.6136
H -5.1744 -0.4951 -1.0398
N 1.3353 1.3960 0.1550
P 2.5704 2.3214 -0.2747
N 2.0069 3.6529 -1.0394
C 0.7114 4.2253 -0.6398
C -0.2179 4.3192 -1.8396
C 0.4288 5.1754 -2.9262
C 1.8037 4.6292 -3.3033
C 2.6900 4.4378 -2.0765
N 3.4175 2.6514 1.0832
C 2.8811 2.4802 2.4409
C 2.3278 3.7901 2.9878
C 3.3847 4.8913 2.9303
C 3.9415 5.0347 1.5154
C 4.4535 3.6957 0.9979
N 3.6585 1.6655 -1.3166
C 4.7430 0.7969 -0.8104
C 4.3042 -0.6571 -0.7036
C 3.8482 -1.1643 -2.0679
C 2.7608 -0.2620 -2.6408
C 3.1777 1.2059 -2.6377
H 0.8890 5.2309 -0.2374
H 0.2750 3.6245 0.1570
H -1.1776 4.7404 -1.5332
H -0.4052 3.3077 -2.2196
H 0.5341 6.2005 -2.5543
H -0.2092 5.2239 -3.8092
H 2.3072 5.3060 -3.9961
H 1.6807 3.6751 -3.8224
H 2.9395 5.4213 -1.6584
H 3.6259 3.9493 -2.3363
H 3.7044 2.1350 3.0762
H 2.1242 1.7001 2.4229
H 1.9811 3.6407 4.0128
H 1.4584 4.0850 2.3871
H 4.2024 4.6394 3.6144
H 2.9678 5.8388 3.2721
H 4.7559 5.7613 1.4950
H 3.1581 5.4019 0.8438
H 5.3065 3.3675 1.6007
H 4.7988 3.7766 -0.0335
H 5.0987 1.1812 0.1411
H 5.5636 0.8791 -1.5304
H 3.4819 -0.7237 0.0185
H 5.1282 -1.2611 -0.3197
H 3.4919 -2.1939 -2.0037
H 4.7060 -1.1700 -2.7493
H 1.8442 -0.3761 -2.0473
H 2.5077 -0.5519 -3.6624
H 2.3528 1.8375 -2.9555
H 3.9975 1.3535 -3.3483



76
Properties=species:S:1:pos:R:3 method="wB97M-V/def2-TZVPD" multiplicity=5 total_charge=-1 gap_ev="6.794 / 6.013" homo_energy_ev="-4.167 / -5.124" e_tot_ha=-3665.0493 de_lowest_kj_mol=138.0
Co -1.1535 -0.8006 1.0020
O 2.2783 -1.5971 1.1844
S 0.9676 -2.2648 1.5366
O 1.1701 -3.5921 2.0583
O 0.1514 -2.2604 0.2448
O 0.1634 -1.3979 2.4649
C 3.4635 3.3781 2.5757
C 2.9718 3.8559 1.3669
C 1.8458 3.2672 0.7915
C 1.1702 2.2059 1.4057
C 1.6935 1.7320 2.6211
C 2.8235 2.3081 3.1980
Si -0.4189 1.4798 0.6242
C -1.8056 2.2404 1.6996
C -2.7091 3.1840 1.1931
C -3.8075 3.6147 1.9374
C -4.0263 3.1079 3.2146
C -3.1351 2.1790 3.7436
C -2.0452 1.7503 2.9913
H 4.3376 3.8341 3.0291
H 3.4669 4.6860 0.8714
H 1.4713 3.6548 -0.1559
H 1.2264 0.8805 3.1091
H 3.2068 1.9204 4.1369
H -0.4846 2.3785 -0.5734
H -2.5493 3.5866 0.1925
H -4.4975 4.3436 1.5200
H -4.8877 3.4316 3.7931
H -3.3007 1.7771 4.7393
H -1.3685 1.0082 3.4190
C 1.0653 -3.5461 -2.6207
C 2.4151 -3.1356 -2.0081
C 2.9136 -4.2360 -1.0635
Sb 2.2361 -1.1357 -1.1263
C 1.8027 -0.1697 -3.1380
C 1.1884 1.2078 -2.8895
C 3.0744 -0.1340 -3.9737
C 4.3790 -0.7324 -1.0431
C 4.5860 0.7694 -0.8122
C 5.1014 -1.5496 0.0318
H 1.1632 -4.5257 -3.1031
H 0.7134 -2.8404 -3.3737
H 0.3033 -3.6247 -1.8468
H 3.1481 -2.9803 -2.8005
H 2.3880 -4.2558 -0.1189
H 3.9774 -4.1427 -0.8485
H 2.7542 -5.2133 -1.5382
H 1.0605 -0.8284 -3.5908
H 1.9010 1.8809 -2.3950
H 0.3031 1.1507 -2.2555
H 0.8979 1.6746 -3.8410
H 3.8426 0.5047 -3.5188
H 2.8441 0.2784 -4.9643
H 3.5072 -1.1332 -4.1232
H 4.7323 -1.0112 -2.0432
H 4.1584 1.0737 0.1434
H 4.1191 1.3830 -1.5968
H 5.6574 1.0110 -0.7915
H 4.6385 -1.4085 1.0113
H 6.1476 -1.2273 0.0923
H 5.0910 -2.6187 -0.1826
C -6.0311 -2.2030 -0.7759
C -5.6905 -0.9645 0.0633
C -6.0246 0.3088 -0.7287
C -6.5044 -0.9827 1.3701
C -4.2498 -0.9670 0.3929
C -3.0742 -0.9503 0.7165
H -7.1065 -2.2392 -0.9922
H -5.7496 -3.1129 -0.2402
H -5.4812 -2.1840 -1.7204
H -7.1060 0.3833 -0.9018
H -5.5115 0.3020 -1.6958
H -5.6926 1.1933 -0.1770
H -7.5798 -0.9348 1.1535
H -6.2295 -0.1287 1.9956
H -6.2980 -1.8972 1.9343



79
Properties=species:S:1:pos:R:3 method="wB97M-V/def2-TZVPD" multiplicity=2 total_charge=-1 gap_ev="4.855 / 4.643" homo_energy_ev="-2.408 / -2.196" e_tot_ha=-5358.8005 de_lowest_kj_mol=31.0
V -0.2391 0.1320 -0.8589
C -3.0753 -4.8332 0.7612
C -2.9445 -4.4960 -0.7207
N -3.3171 -3.1289 -1.0397
C -2.4595 -2.0834 -0.6626
S -0.7331 -2.2970 -0.7918
N -3.0362 -0.9964 -0.2664
N -2.1458 0.0291 -0.0297
C -2.5866 1.0424 0.7370
C -3.9918 1.0834 1.2502
C -1.5946 1.9727 1.0251
C -1.7283 3.1281 1.8520
C -0.6681 3.9392 2.0943
C 0.5941 3.6203 1.5011
C 0.6880 2.5205 0.7057
N -0.3516 1.6755 0.4345
H -2.8023 -5.8735 0.9548
H -4.1008 -4.6815 1.1079
H -2.4192 -4.1889 1.3488
H -3.5573 -5.1718 -1.3239
H -1.9105 -4.6314 -1.0361
H -4.2539 -2.8880 -0.7382
H -4.1656 0.2912 1.9841
H -4.6968 0.9125 0.4350
H -4.2170 2.0419 1.7149
H -2.6916 3.3421 2.2968
H -0.7744 4.8091 2.7312
H 1.4689 4.2343 1.6683
H 1.6216 2.2414 0.2373
S -2.9704 -0.3065 -4.6829
C -1.8093 -0.6962 -3.4616
N -1.4584 0.2722 -2.6900
C -2.1303 1.4466 -3.0136
C -1.9955 2.6675 -2.3528
C -2.7428 3.7379 -2.7977
C -3.6180 3.6118 -3.8836
C -3.7632 2.4067 -4.5422
C -3.0111 1.3249 -4.0933
H -1.4228 -1.6991 -3.3396
H -1.3244 2.7458 -1.5063
H -2.6554 4.6905 -2.2913
H -4.1941 4.4689 -4.2090
H -4.4427 2.3061 -5.3784
C 4.7602 0.6268 3.4722
C 3.3107 0.1991 3.6756
As 2.4987 -0.3499 1.9506
C 0.7343 -0.9749 2.5896
C 0.5452 -1.1833 4.0876
C 3.4175 -2.0928 1.7411
C 3.2836 -3.1154 2.8607
H 5.2064 1.0013 4.3973
H 4.8323 1.4159 2.7209
H 5.3750 -0.2081 3.1273
H 2.7134 1.0402 4.0350
H 3.2406 -0.5897 4.4269
H 0.5164 -1.8866 2.0290
H 0.0191 -0.2380 2.2161
H 1.2489 -1.9081 4.5001
H -0.4649 -1.5461 4.2958
H 0.6745 -0.2505 4.6394
H 4.4688 -1.8589 1.5509
H 3.0225 -2.4978 0.8055
H 3.6652 -2.7293 3.8084
H 3.8388 -4.0299 2.6327
H 2.2404 -3.3961 3.0121
C 3.6626 0.8589 -1.6597
C 2.4230 0.3887 -2.4329
C 2.1054 1.3992 -3.5446
C 2.7133 -0.9822 -3.0594
N 1.3000 0.2790 -1.5552
H 4.5211 0.9871 -2.3268
H 3.9173 0.1324 -0.8862
H 3.4574 1.8109 -1.1661
H 2.9224 1.4702 -4.2705
H 1.9333 2.3865 -3.1106
H 1.1950 1.0950 -4.0655
H 3.6157 -0.9575 -3.6791
H 1.8696 -1.2953 -3.6786
H 2.8434 -1.7238 -2.2693



77
Properties=species:S:1:pos:R:3 method="wB97M-V/def2-TZVPD" total_charge=+1 gap_ev=8.145 homo_energy_ev=-10.923 e_tot_ha=-2741.1160
Ca -0.0419 0.0576 1.0259
C 2.5947 2.0715 0.0970
C 3.1555 0.7200 0.4255
C 4.4621 0.3828 0.0761
C 4.9638 -0.8482 0.4454
C 4.1541 -1.7247 1.1603
C 2.8577 -1.3414 1.4604
N 2.3797 -0.1412 1.0937
Sb 1.7106 -2.7176 2.6960
C 0.8418 -1.2190 3.9962
C 0.9331 -1.4776 5.3552
C 0.4216 -0.5469 6.2500
C -0.1544 0.6075 5.7594
C -0.2152 0.8092 4.3836
C -0.8383 2.0361 3.7898
N 0.2767 -0.0967 3.5275
C -0.0628 -3.1298 1.4976
C -0.2627 -4.4613 1.1641
C -1.4317 -4.8138 0.5020
C -2.3663 -3.8375 0.2118
C -2.1084 -2.5206 0.5753
C -3.0631 -1.3987 0.2956
N -0.9692 -2.1917 1.2026
H 2.9970 2.4388 -0.8469
H 1.5036 2.0923 0.0345
H 2.8881 2.7861 0.8699
H 5.0690 1.0894 -0.4740
H 5.9764 -1.1292 0.1867
H 4.5294 -2.6907 1.4719
H 1.3965 -2.3874 5.7137
H 0.4783 -0.7237 7.3161
H -0.5586 1.3564 6.4263
H -1.1100 2.7575 4.5568
H -0.1550 2.5149 3.0861
H -1.7378 1.7778 3.2272
H 0.4733 -5.2117 1.4210
H -1.6122 -5.8450 0.2277
H -3.2921 -4.0824 -0.2904
H -3.9823 -1.7584 -0.1614
H -3.3129 -0.8787 1.2222
H -2.6119 -0.6575 -0.3709
C -3.3294 2.3209 -1.4634
Si -2.1376 2.9051 -0.1234
C -1.1140 4.3410 -0.7752
C -3.1775 3.5227 1.3169
O -1.1854 1.6811 0.3253
H -3.8232 3.1494 -1.9759
H -4.1148 1.6950 -1.0299
H -2.8138 1.7217 -2.2192
H -1.7380 5.1041 -1.2458
H -0.3880 4.0027 -1.5191
H -0.5590 4.8239 0.0334
H -3.9147 4.2603 0.9912
H -2.5628 3.9946 2.0875
H -3.7260 2.6957 1.7772
C -2.1888 -1.2993 -3.6122
C -0.6919 -1.5931 -3.6388
Sb 0.4225 -0.3732 -2.2618
C 2.3870 -0.9189 -2.9540
C 2.7971 -2.3023 -2.4552
C 0.2664 1.5196 -3.2682
C 0.3148 1.4416 -4.7893
H -2.7224 -1.9218 -4.3321
H -2.3990 -0.2573 -3.8604
H -2.6177 -1.4921 -2.6269
H -0.2745 -1.4240 -4.6324
H -0.4912 -2.6335 -3.3763
H 3.0837 -0.1566 -2.5983
H 2.3916 -0.8798 -4.0441
H 2.7874 -2.3502 -1.3636
H 3.8034 -2.5637 -2.7881
H 2.1216 -3.0761 -2.8256
H 1.0917 2.1224 -2.8809
H -0.6514 1.9919 -2.9191
H 1.2237 0.9515 -5.1426
H 0.2906 2.4404 -5.2280
H -0.5370 0.8902 -5.1890



74
Properties=species:S:1:pos:R:3 method="wB97M-V/def2-TZVPD" total_charge=0 gap_ev="6.578 / 7.066" homo_energy_ev="-6.547 / -7.030" e_tot_ha=-3220.0870
P 0.4156 0.3310 -0.6036
C -0.4565 1.9675 -0.3400
C -0.5593 2.8476 -1.5885
C -1.0816 4.2339 -1.1971
C -2.3947 4.1639 -0.4065
C -2.3339 3.1912 0.7772
C -1.8116 1.8109 0.3550
C -0.7325 -0.8922 -1.4177
C -1.3603 -0.3541 -2.7012
C -2.0966 -1.4907 -3.4192
C -3.1184 -2.1850 -2.5100
C -2.5309 -2.6099 -1.1561
C -1.7956 -1.4565 -0.4669
C 1.7783 0.6506 -1.8370
C 2.7864 1.6584 -1.2649
C 3.8949 1.9559 -2.2772
C 4.5896 0.6797 -2.7658
C 3.5895 -0.3738 -3.2619
C 2.4732 -0.6523 -2.2518
H 0.2301 2.4486 0.3846
H -1.2411 2.3728 -2.3096
H 0.4148 2.9525 -2.0880
H -1.2086 4.8386 -2.1021
H -0.3185 4.7267 -0.5783
H -2.6558 5.1638 -0.0467
H -3.1990 3.8454 -1.0839
H -1.6629 3.5957 1.5474
H -3.3249 3.0812 1.2316
H -1.7186 1.1424 1.2248
H -2.5296 1.3476 -0.3407
H -0.0544 -1.7302 -1.6677
H -1.3511 -2.2254 -3.7508
H -0.6020 0.0810 -3.3700
H -2.0718 0.4473 -2.4488
H -2.5863 -1.0912 -4.3143
H -3.5297 -3.0611 -3.0229
H -3.9550 -1.4965 -2.3283
H -3.3212 -2.9930 -0.4977
H -1.8160 -3.4298 -1.3118
H -1.3323 -1.7919 0.4718
H -2.5094 -0.6695 -0.1866
H 1.2934 1.0904 -2.7334
H 2.3023 2.6007 -0.9663
H 3.2223 1.2508 -0.3414
H 3.4468 2.4721 -3.1359
H 4.6278 2.6388 -1.8344
H 5.1754 0.2535 -1.9381
H 5.2947 0.9253 -3.5668
H 4.1117 -1.3055 -3.5051
H 3.1247 -0.0104 -4.1875
H 1.7593 -1.3628 -2.6918
H 2.8778 -1.1476 -1.3585
Ti 1.4771 -0.5980 1.9409
Cl 1.8152 -2.4186 0.6748
Cl 2.1106 1.5434 2.0700
C -0.3099 -0.4511 2.6875
H -0.5342 0.5918 2.9696
C -1.2334 -1.4183 3.1843
C -1.1879 -2.7916 2.8003
C -2.1151 -3.6993 3.2998
C -3.0979 -3.2825 4.2051
C -3.1539 -1.9361 4.6113
C -2.2473 -1.0170 4.1020
H -0.3987 -3.1267 2.1122
H -2.0807 -4.7436 2.9891
H -3.9067 -1.5995 5.3249
H -2.2671 0.0385 4.4068
H -3.8287 -3.9947 4.6101
C 4.4720 -1.6896 5.2064
C 3.5063 -1.3915 4.2029
N 2.6914 -1.1663 3.4045
H 5.0924 -0.7914 5.3876
H 5.1058 -2.5207 4.8558
H 3.9420 -1.9738 6.1341



80
Properties=species:S:1:pos:R:3 method="wB97M-V/def2-TZVPD" total_charge=-2 gap_ev=5.096 homo_energy_ev=-1.268 e_tot_ha=-4376.3677 de_lowest_kj_mol=41.3
Cs -0.2796 -0.2274 0.0479
C 5.6399 -1.1915 4.1495
N 5.1187 -1.5830 2.8589
C 4.4322 -2.8679 2.8121
C 4.9860 -0.6249 1.8816
O 5.4328 0.4978 2.0084
C 4.2488 -1.1030 0.6491
O 3.9531 -0.0344 -0.2142
C 3.1316 -0.5185 -1.2557
C 2.4227 0.6465 -1.9648
O 2.7067 1.8081 -1.7243
N 1.4319 0.2766 -2.8150
C 0.7216 1.2918 -3.5753
C 1.1185 -1.1045 -3.1492
H 6.4740 -1.8362 4.4399
H 4.8631 -1.2670 4.9166
H 5.9819 -0.1622 4.0909
H 4.9352 -3.5516 3.4970
H 4.4623 -3.3064 1.8191
H 3.3803 -2.7905 3.1081
H 3.3169 -1.6086 0.9393
H 4.8500 -1.8778 0.1440
H 2.4171 -1.2287 -0.8230
H 3.7045 -1.1146 -1.9835
H 0.9168 2.2641 -3.1327
H -0.3501 1.0787 -3.5305
H 1.0562 1.3013 -4.6189
H 1.2731 -1.7769 -2.3059
H 1.7187 -1.4583 -3.9955
H 0.0606 -1.1601 -3.4082
O -3.0141 0.3771 1.4401
C -3.0768 0.7340 0.2393
O -2.2133 1.4461 -0.3331
C -4.2219 0.2411 -0.6223
C -5.4883 0.2623 -0.0389
C -6.6338 -0.0749 -0.7392
C -6.4981 -0.4678 -2.0676
C -5.2454 -0.5330 -2.6509
C -4.0569 -0.1956 -1.9646
S -2.5354 -0.4371 -2.8110
H -5.5466 0.5562 1.0029
H -7.6072 -0.0369 -0.2633
H -7.3749 -0.7395 -2.6481
H -5.1460 -0.8695 -3.6760
C 1.3394 4.5963 0.2272
P -0.0229 3.3468 0.1341
C -0.7626 3.5624 1.8078
C -1.2265 4.2785 -0.9032
C -1.6321 5.5758 -0.5989
C -2.5292 6.2565 -1.4107
C -3.0425 5.6364 -2.5438
C -2.6630 4.3362 -2.8460
C -1.7652 3.6605 -2.0304
H 1.0167 5.5910 0.5464
H 1.8070 4.6644 -0.7557
H 2.0927 4.2214 0.9231
H -0.9757 4.6018 2.0681
H -0.0687 3.1535 2.5457
H -1.6775 2.9674 1.8298
H -1.2430 6.0689 0.2852
H -2.8367 7.2644 -1.1559
H -3.7544 6.1576 -3.1733
H -3.0926 3.8227 -3.6972
H -1.5492 2.6202 -2.2236
C 0.3824 -3.8664 3.4180
Ge 0.0385 -4.1895 1.4889
C -0.3938 -6.1461 1.5170
C -1.7206 -3.3726 1.1295
C 1.4523 -3.5003 0.4192
H -0.4547 -4.2339 4.0174
H 0.5050 -2.8013 3.6228
H 1.2864 -4.3884 3.7477
H -1.1454 -6.3674 2.2811
H 0.5051 -6.7299 1.7333
H -0.7856 -6.4681 0.5490
H -2.5099 -3.9757 1.5842
H -1.9302 -3.2909 0.0605
H -1.7994 -2.3735 1.5657
H 1.2908 -3.7536 -0.6397
H 2.3984 -3.9586 0.7438



Copy entry 5 word for word.
74
Properties=species:S:1:pos:R:3 method="wB97M-V/def2-TZVPD" total_charge=0 gap_ev="6.578 / 7.066" homo_energy_ev="-6.547 / -7.030" e_tot_ha=-3220.0870
P 0.4156 0.3310 -0.6036
C -0.4565 1.9675 -0.3400
C -0.5593 2.8476 -1.5885
C -1.0816 4.2339 -1.1971
C -2.3947 4.1639 -0.4065
C -2.3339 3.1912 0.7772
C -1.8116 1.8109 0.3550
C -0.7325 -0.8922 -1.4177
C -1.3603 -0.3541 -2.7012
C -2.0966 -1.4907 -3.4192
C -3.1184 -2.1850 -2.5100
C -2.5309 -2.6099 -1.1561
C -1.7956 -1.4565 -0.4669
C 1.7783 0.6506 -1.8370
C 2.7864 1.6584 -1.2649
C 3.8949 1.9559 -2.2772
C 4.5896 0.6797 -2.7658
C 3.5895 -0.3738 -3.2619
C 2.4732 -0.6523 -2.2518
H 0.2301 2.4486 0.3846
H -1.2411 2.3728 -2.3096
H 0.4148 2.9525 -2.0880
H -1.2086 4.8386 -2.1021
H -0.3185 4.7267 -0.5783
H -2.6558 5.1638 -0.0467
H -3.1990 3.8454 -1.0839
H -1.6629 3.5957 1.5474
H -3.3249 3.0812 1.2316
H -1.7186 1.1424 1.2248
H -2.5296 1.3476 -0.3407
H -0.0544 -1.7302 -1.6677
H -1.3511 -2.2254 -3.7508
H -0.6020 0.0810 -3.3700
H -2.0718 0.4473 -2.4488
H -2.5863 -1.0912 -4.3143
H -3.5297 -3.0611 -3.0229
H -3.9550 -1.4965 -2.3283
H -3.3212 -2.9930 -0.4977
H -1.8160 -3.4298 -1.3118
H -1.3323 -1.7919 0.4718
H -2.5094 -0.6695 -0.1866
H 1.2934 1.0904 -2.7334
H 2.3023 2.6007 -0.9663
H 3.2223 1.2508 -0.3414
H 3.4468 2.4721 -3.1359
H 4.6278 2.6388 -1.8344
H 5.1754 0.2535 -1.9381
H 5.2947 0.9253 -3.5668
H 4.1117 -1.3055 -3.5051
H 3.1247 -0.0104 -4.1875
H 1.7593 -1.3628 -2.6918
H 2.8778 -1.1476 -1.3585
Ti 1.4771 -0.5980 1.9409
Cl 1.8152 -2.4186 0.6748
Cl 2.1106 1.5434 2.0700
C -0.3099 -0.4511 2.6875
H -0.5342 0.5918 2.9696
C -1.2334 -1.4183 3.1843
C -1.1879 -2.7916 2.8003
C -2.1151 -3.6993 3.2998
C -3.0979 -3.2825 4.2051
C -3.1539 -1.9361 4.6113
C -2.2473 -1.0170 4.1020
H -0.3987 -3.1267 2.1122
H -2.0807 -4.7436 2.9891
H -3.9067 -1.5995 5.3249
H -2.2671 0.0385 4.4068
H -3.8287 -3.9947 4.6101
C 4.4720 -1.6896 5.2064
C 3.5063 -1.3915 4.2029
N 2.6914 -1.1663 3.4045
H 5.0924 -0.7914 5.3876
H 5.1058 -2.5207 4.8558
H 3.9420 -1.9738 6.1341